[1]
74
Properties=species:S:1:pos:R:3:lowdin_charge:R:1 method="wB97M-V/def2-TZVPD" spin_multiplicity=6 total_charge=+1 homo_lumo_gap_ev="7.606 / 5.383" lumo_energy_ev="-2.73 / -4.99" largest_force_ha_per_bohr=0.019 energy_ha=-2607.66364 relative_energy_kj_mol=26.5
Ru 1.05733 0.33478 1.28268 1.29
S -4.78463 -2.36335 -1.37648 1.01
S 2.09338 -2.19738 1.07488 0.89
O 0.25224 1.90771 2.72685 -0.13
O 0.76695 1.84382 -3.92851 0.07
O 2.64518 0.61801 -0.34016 -0.14
N 0.56412 2.13020 -0.06205 -0.08
N 1.02935 1.94854 -1.29142 0.05
N -0.99915 -0.42136 0.25630 -0.03
N -4.11607 -1.32731 -5.76858 0.07
N 0.28592 -0.88937 3.30536 -0.15
N 2.89477 0.12862 2.90311 -0.14
C -2.30237 4.23956 3.63371 -0.05
C -4.71861 -0.48182 -4.94137 -0.13
C 1.85174 1.06336 -3.89729 -0.26
C -3.29696 -1.61290 -0.75188 -0.50
C 0.11648 -2.32785 3.10640 -0.25
C 2.53368 0.71104 -2.70925 -0.08
C 4.12450 -0.57537 -4.00383 -0.08
C -3.91491 -2.89602 -3.97457 -0.08
C -1.34211 3.27928 3.72939 -0.01
C 2.31786 0.56541 -5.11664 0.00
C -4.94739 -0.76601 -3.60073 -0.08
C -0.35777 3.04227 0.08193 -0.06
C 1.33116 -3.04214 2.51101 -0.41
C 2.06932 1.08892 -1.36634 -0.42
C -2.64422 4.79777 2.37924 -0.06
C 3.78694 -1.84483 1.66431 -0.41
C -0.92179 -1.40225 -0.64858 -0.13
C 3.67584 -0.09849 -2.79543 -0.03
C 3.42776 -0.24747 -5.16780 -0.06
C -0.98886 3.38854 1.29780 -0.14
C -4.52031 -1.99322 -3.11725 -0.52
C 1.08275 -0.47113 4.46433 -0.19
C -2.20707 -0.02523 0.65947 -0.12
C -3.37772 -0.59574 0.19297 -0.06
C -3.73065 -2.50549 -5.29636 -0.13
C 2.58557 -0.50972 4.18200 -0.18
C -1.99797 4.37860 1.25277 -0.04
C -2.03724 -2.02360 -1.17576 -0.04
C 4.03984 -0.42328 2.18467 -0.26
C -0.63883 2.80163 2.57684 -0.35
H 4.23570 0.23153 1.33906 0.10
H -0.65735 3.59971 -0.80664 0.14
H 2.93457 -1.53996 4.14920 0.10
H 0.07414 -1.69536 -0.96041 0.09
H -2.80754 4.58636 4.52591 0.11
H -3.41169 5.55656 2.31621 0.11
H -0.63001 -0.46591 3.39069 0.11
H -1.07750 2.84464 4.68481 0.12
H -0.73044 -2.46474 2.43278 0.11
H 3.10594 -0.02675 5.01323 0.13
H -4.33906 -0.24810 0.54470 0.11
H -3.25678 -3.17354 -6.00704 0.11
H 5.01028 -1.19385 -4.05253 0.10
H -5.03346 0.46438 -5.36712 0.11
H 2.11231 -3.20570 3.24859 0.07
H 1.78255 0.84297 -6.01510 0.12
H 4.19982 -0.33395 -1.87939 0.11
H -1.92624 -2.81543 -1.90205 0.11
H 4.93864 -0.45822 2.81154 0.13
H -0.12447 -2.82773 4.05293 0.13
H 3.00365 1.12853 3.02430 0.12
H 0.56388 2.11265 -3.00412 0.07
H 0.86773 -1.09044 5.34251 0.13
H -2.23650 0.80000 1.36331 0.11
H -3.60820 -3.87705 -3.63876 0.11
H 1.00973 -4.01776 2.15036 0.08
H -2.25255 4.80485 0.28984 0.12
H 0.80013 0.55627 4.68597 0.10
H 4.01987 -2.60784 2.40536 0.08
H -5.44123 -0.05636 -2.95174 0.11
H 4.42328 -2.02322 0.79963 0.08
H 3.76275 -0.63333 -6.12174 0.11

[2]
74
Properties=species:S:1:pos:R:3:lowdin_charge:R:1 method="wB97M-V/def2-TZVPD" total_charge=-1 homo_lumo_gap_ev=7.385 lumo_energy_ev=2.13 largest_force_ha_per_bohr=0.012 energy_ha=-4834.92835 relative_energy_kj_mol=0.0
Br 0.14371 -1.87500 -3.25572 0.84
S 1.46749 1.90638 -2.96116 0.62
Mg 1.89397 0.70309 -0.46072 0.53
O -0.82556 3.86398 0.91135 0.02
O 2.19005 -1.07391 -0.04645 -0.31
O 0.28953 1.68135 0.20865 -0.26
N -0.51143 3.58802 -2.46702 0.03
N -1.13830 1.41698 -2.84774 0.02
N 7.97091 4.87581 1.39866 0.11
N -0.87705 -0.70539 -0.61192 0.03
N -1.44725 0.08585 0.31218 0.03
C 3.64019 1.92017 -0.03287 -0.16
C -3.64482 -6.46117 -0.54460 -0.09
C -0.94371 -2.69951 -1.93978 -0.65
C -1.97224 -4.79556 -1.07068 -0.23
C -0.48242 0.95471 1.06743 -0.40
C -2.67862 2.86861 -1.64448 -0.16
C -1.47163 3.18293 1.87135 -0.28
C 5.90924 3.46781 0.71751 -0.27
C 1.70955 -2.90114 1.41170 -0.07
C -2.83402 1.86567 3.93116 -0.11
C -2.29658 3.88990 2.74836 -0.02
C -2.32314 -5.50397 1.21395 -0.08
C -2.96782 -5.68671 -1.47309 -0.04
C -2.01173 1.16623 3.06038 -0.06
C 3.70174 3.31189 -0.21688 -0.15
C 3.25808 -3.15011 -0.55300 -0.07
C -0.16420 2.32189 -2.72905 -0.83
C 2.02147 -2.43033 -0.01238 -0.62
C -1.25163 -3.99178 -2.07743 -0.12
C 4.79597 4.08272 0.14341 -0.06
C -1.42000 -1.82921 -0.86900 -0.21
C -2.97486 3.23692 3.76155 -0.11
C -1.86939 4.03050 -2.18841 -0.17
C 4.78622 1.35005 0.54922 -0.14
C -1.33988 1.78978 2.01570 -0.09
C -1.64649 -4.72726 0.28518 -0.04
C -2.54308 1.67193 -2.57135 -0.17
C -3.32811 -6.36835 0.80415 -0.10
C 5.90119 2.08785 0.91970 -0.07
C 7.05308 4.24901 1.09551 -0.21
H 4.80344 5.15538 -0.01356 0.10
H 0.26276 4.20640 -2.29250 0.12
H -3.08227 1.84668 -3.50912 0.12
H -3.60748 3.80502 4.43292 0.09
H -1.86991 0.09839 3.20477 0.11
H -2.37864 4.96165 2.61657 0.11
H -3.34440 1.35296 4.73590 0.09
H -2.96006 0.77763 -2.10475 0.11
H -0.23208 3.15928 0.46660 0.08
H -0.93938 -4.50465 -2.97896 0.10
H -2.11331 -0.38655 0.92277 0.12
H -3.21602 -5.76154 -2.52530 0.11
H 3.11888 -4.23547 -0.58097 0.07
H -2.29883 2.59464 -0.66063 0.09
H 2.85638 3.82245 -0.67208 0.07
H -3.85367 -6.97576 1.52982 0.10
H 4.80654 0.27712 0.72166 0.08
H 0.80192 -2.40966 1.77259 0.06
H 0.13665 0.27139 1.67912 0.14
H -1.81548 4.82880 -1.45139 0.11
H -4.42106 -7.14030 -0.87411 0.10
H -2.32841 4.42643 -3.10191 0.12
H -2.28443 -2.18869 -0.30428 0.13
H 4.12074 -2.92028 0.07824 0.07
H -0.81804 0.46728 -2.96344 0.01
H 1.57017 -3.98585 1.46690 0.06
H 1.16629 -2.74826 -0.64514 0.08
H 6.76680 1.61103 1.36554 0.10
H -2.05368 -5.44076 2.26060 0.10
H 2.52964 -2.61498 2.07527 0.08
H 3.47437 -2.79592 -1.56229 0.07
H -0.83911 -4.07880 0.60374 0.10
H -3.72669 3.15428 -1.54594 0.12

[3]
76
Properties=species:S:1:pos:R:3:lowdin_charge:R:1 method="wB97M-V/def2-TZVPD" total_charge=+2 homo_lumo_gap_ev="5.862 / 5.864" lumo_energy_ev="-6.92 / -6.92" largest_force_ha_per_bohr=0.066 energy_ha=-4346.25724 relative_energy_kj_mol=1575.0
Tl 0.04318 -0.36032 0.91008 0.85
Cl 4.82375 -4.39199 1.93883 0.77
Cl 1.04563 -3.96444 -2.91570 0.86
Cl 4.71284 -6.85265 0.02830 0.77
Cl 3.41216 -1.73074 1.16464 0.75
Cl 3.03135 -6.65999 -2.61902 0.80
P 0.81409 -1.62325 -2.66259 0.91
O 1.97849 -1.83780 -1.34004 -0.30
O -0.33739 -0.78675 -2.33204 -0.41
N -3.05287 -0.35837 2.17158 -0.02
N 1.30290 0.74013 2.90900 -0.10
N 0.10342 1.78162 -0.65860 -0.07
N -1.25198 2.11875 2.13487 -0.19
C 2.36342 -0.46400 -4.96930 -0.27
C -1.90581 -6.15712 -3.12891 -0.03
C 1.30364 -0.76485 -5.96559 -0.20
C 3.87618 -5.41661 -0.35407 -0.69
C 1.61203 -1.41305 -7.16266 -0.03
C -1.27388 -6.44340 -4.27654 -0.04
C 0.26640 1.11418 3.87924 -0.26
C 3.47624 1.11074 -3.49356 -0.07
C 2.39095 0.75368 -4.28816 -0.06
C -0.02087 -0.38600 -5.74052 -0.06
C -1.06023 2.61147 -0.30819 -0.24
C 0.03638 -5.91305 -4.78612 -0.04
C 2.57762 -2.99366 -1.04023 -0.38
C -0.70191 -1.37142 -7.82432 -0.08
C -3.20151 0.81347 3.04165 -0.25
C 0.61905 -1.71375 -8.08150 -0.07
C 4.58393 -0.92593 -4.10194 -0.07
C -1.47468 -5.26042 -1.99370 -0.03
C 0.70847 -4.97276 -4.14585 -0.20
C 3.30100 -3.09873 0.14985 -0.59
C -1.01659 -0.69204 -6.65725 -0.07
C -2.70529 2.07014 2.34826 -0.20
C -0.35647 -4.60278 -2.16757 -0.11
C -0.93609 3.13321 1.11630 -0.19
C -0.52407 2.31892 3.40048 -0.18
C 3.50023 -1.27685 -4.88955 -0.08
C 4.57598 0.27316 -3.39443 -0.07
C 3.14367 -5.34206 -1.53452 -0.65
C 3.93822 -4.29821 0.48752 -0.67
C 2.40340 -4.19730 -1.75165 -0.29
H -0.39312 0.25176 4.00559 0.10
H -2.63787 0.63829 3.95869 0.10
H -0.07133 1.26725 -1.51510 0.03
H -0.28745 0.13576 -4.82929 0.09
H 0.16320 3.16181 3.28876 0.12
H 0.67786 1.35824 4.86358 0.13
H -2.03816 -0.39363 -6.46084 0.11
H -1.16751 3.45857 -0.99068 0.12
H 2.64190 -1.64380 -7.40364 0.11
H 5.44766 -1.57675 -4.05428 0.11
H -2.10619 -5.17772 -1.11849 0.13
H 0.92306 2.36062 -0.80133 0.09
H 2.16818 -3.32226 -3.68956 0.07
H 1.84760 -0.03048 3.27972 0.06
H 0.08812 3.47974 1.26278 0.12
H -3.02387 2.94122 2.93741 0.13
H 0.44485 -6.33605 -5.69736 0.13
H 3.53402 -2.20495 -5.44857 0.11
H 3.47643 2.06825 -2.98867 0.11
H -3.23164 -1.21015 2.69189 0.07
H -3.74193 -0.32180 1.42688 0.08
H 1.95239 1.50722 2.76868 0.09
H 1.56079 1.44175 -4.39837 0.12
H 5.43270 0.56152 -2.80033 0.11
H 0.88177 -2.19739 -9.01313 0.11
H -3.20172 2.14987 1.37829 0.12
H -1.47595 -1.61088 -8.54107 0.11
H -1.74260 -7.17784 -4.91795 0.12
H -2.85389 -6.65268 -2.96307 0.12
H -1.96115 2.00256 -0.40780 0.11
H -1.58723 4.00883 1.23840 0.13
H -1.21766 2.60139 4.19901 0.13
H -4.24072 0.98084 3.33947 0.12